Molecular formula: C59H142F12N8O23P2S8
Method: DFT, ωB97M-V/def2-TZVPD

Output
Kohn-Sham gap (eV): 9.8505

Structure (ORCA input):
```
! RIJCOSX wB97M-V def2-TZVPD def2/J DEFGRID3
* xyz 2 1
C 3.1237 -5.1535 -1.1091
C 2.9799 -4.5976 -2.5329
C 4.2389 -3.9076 -3.1077
C 4.6218 -2.7030 -2.2522
P 6.3583 -2.0847 -2.4793
C 6.4279 -1.0971 -3.9686
C 6.3751 -1.9134 -5.3093
C 7.1539 -1.1275 -6.3725
C 6.6946 -1.7068 -7.6998
C 6.7288 -1.0301 -1.0998
C 6.0883 0.3726 -1.2429
C 6.0144 1.1517 0.1390
C 7.3336 1.7610 0.6354
C 7.5946 -3.3741 -2.5726
C 8.9574 -3.0927 -3.1369
C 9.8854 -4.2581 -2.8195
C 11.1699 -4.2679 -3.6867
H 2.2116 -5.5808 -0.8067
H 3.3984 -4.3808 -0.3962
H 4.0031 -5.8117 -1.0042
H 2.1799 -3.8512 -2.4812
H 2.7365 -5.4455 -3.1968
H 4.0314 -3.6845 -4.1208
H 5.1112 -4.6234 -3.1297
H 4.5363 -2.9344 -1.1785
H 3.8804 -1.8881 -2.4076
H 7.3129 -0.4983 -3.7453
H 5.5051 -0.5437 -3.8446
H 5.3052 -2.1048 -5.7157
H 6.8116 -2.9384 -5.2002
H 8.2293 -1.3087 -6.0625
H 7.0079 -0.0354 -6.2061
H 5.6031 -1.6362 -7.8965
H 6.9410 -2.8115 -7.7620
H 7.2209 -1.2128 -8.4910
H 7.7964 -1.0398 -0.8806
H 6.2134 -1.6212 -0.3149
H 5.0931 0.2412 -1.6015
H 6.6614 1.0047 -1.9498
H 5.6217 0.4226 0.9316
H 5.2881 1.9283 -0.0501
H 7.8554 2.4837 -0.0804
H 8.1020 1.0331 0.9421
H 7.2394 2.3792 1.5391
H 7.0397 -4.1301 -3.1647
H 7.6801 -3.8237 -1.5291
H 9.3392 -2.1573 -2.7690
H 8.8764 -2.9275 -4.2183
H 9.3425 -5.1538 -3.2259
H 10.0575 -4.3204 -1.7777
H 10.8633 -4.1835 -4.7386
H 11.8104 -5.1595 -3.5975
H 11.6277 -3.3233 -3.4938
C -5.2008 -3.7676 1.4361
C -4.8887 -2.4741 0.7648
C -4.8607 -1.3607 1.7414
C -6.3685 -0.9687 2.0612
P -6.6679 0.5118 3.0664
C -5.7552 0.4667 4.5451
C -6.0519 -0.8617 5.3446
C -5.8503 -0.6557 6.8643
C -6.9871 0.1948 7.3980
C -6.2432 2.0398 2.1433
C -7.3151 2.5365 1.2299
C -7.0288 3.9085 0.6003
C -8.2660 4.2680 -0.2313
C -8.4518 0.5212 3.4319
C -9.0345 1.8644 4.0221
C -10.4246 2.1053 3.5426
C -10.8892 3.5124 3.6472
H -4.4879 -3.9625 2.2844
H -5.0622 -4.6432 0.7328
H -6.2243 -3.6927 1.8137
H -5.5584 -2.2434 -0.0403
H -3.9280 -2.5335 0.2774
H -4.2613 -0.6255 1.2719
H -4.2732 -1.6894 2.5906
H -6.6520 -1.9149 2.5321
H -6.8999 -0.7603 1.1182
H -6.1249 1.3349 5.0996
H -4.6734 0.5208 4.3581
H -5.3371 -1.6268 5.0504
H -7.0413 -1.2523 5.1799
H -4.8980 -0.1143 7.0707
H -5.8102 -1.6108 7.4040
H -6.7141 0.5121 8.4524
H -7.9651 -0.3262 7.3749
H -7.0912 1.0933 6.8278
H -5.3217 1.8061 1.5597
H -5.9774 2.8019 2.9488
H -8.2956 2.5711 1.7946
H -7.4014 1.7885 0.4525
H -6.0904 3.9185 0.0557
H -6.8552 4.6738 1.3881
H -9.1770 4.1697 0.3986
H -8.3003 3.5260 -1.0584
H -8.2311 5.2827 -0.6535
H -8.7781 -0.3764 4.0271
H -8.8441 0.2662 2.4477
H -8.3663 2.6823 3.7077
H -8.7091 1.8385 5.0987
H -11.1238 1.4540 4.0409
H -10.4190 1.8097 2.4580
H -10.8866 3.7280 4.6802
H -11.9202 3.6944 3.3244
H -10.1956 4.1734 3.0837
C -1.7196 -0.8089 -7.6315
N -1.6082 -0.3340 -9.0835
C -1.4809 -1.4731 -10.0132
C -2.7229 0.5800 -9.4961
C -0.3361 0.5047 -9.2584
C 0.1420 0.9025 -10.6687
O -0.7198 1.8314 -11.2312
H -1.7580 -0.0299 -6.8849
H -0.9087 -1.4743 -7.5312
H -2.6038 -1.4725 -7.5834
H -2.4269 -2.0217 -9.8853
H -0.6102 -2.1039 -9.7941
H -1.3997 -1.0560 -11.0302
H -2.5915 1.4882 -8.8491
H -3.6710 0.0705 -9.2285
H -2.6566 0.7317 -10.5640
H 0.4539 -0.1251 -8.7799
H -0.5280 1.3474 -8.5375
H 0.2686 -0.0054 -11.2519
H 1.1654 1.2714 -10.4059
H -0.3015 2.3800 -11.8960
C 0.4742 5.3937 6.8002
N 0.9150 4.7140 5.5737
C 1.1915 5.7066 4.4421
C 2.1701 3.9860 5.8807
C -0.1712 3.6930 5.2078
C 0.1246 2.9458 3.9078
O -1.0094 2.7808 3.1572
H 0.2649 4.6409 7.6236
H -0.5205 5.8195 6.6347
H 1.2236 6.0628 7.1500
H 0.2556 5.9835 3.9387
H 1.8158 5.2646 3.6624
H 1.6404 6.6341 4.7610
H 2.6540 3.6219 4.9849
H 1.9385 3.1199 6.5142
H 2.8306 4.7963 6.2977
H -1.0583 4.3187 5.1836
H -0.1923 3.0641 6.0952
H 0.7080 2.0593 4.2192
H 0.7559 3.5716 3.2920
H -1.5021 2.0144 3.3900
C 1.3214 5.4230 -1.3422
N -0.1378 4.7982 -1.3111
C -0.5615 4.5489 -2.7936
C -0.0999 3.4749 -0.6056
C -0.9605 5.8414 -0.6363
C -2.4803 5.6439 -0.3758
O -2.8752 5.0186 0.7823
H 1.9157 4.6432 -1.7355
H 1.5681 5.4668 -0.2466
H 1.2136 6.3382 -1.9222
H -1.5625 4.1529 -2.7832
H 0.1549 3.8400 -3.1858
H -0.4256 5.4819 -3.3616
H 0.4159 2.6921 -1.0752
H -1.1547 3.0835 -0.4593
H 0.3881 3.6515 0.3294
H -0.8865 6.7481 -1.2936
H -0.3721 6.0903 0.2776
H -2.9905 5.1865 -1.2150
H -2.7177 6.6460 -0.1619
H -3.1288 4.1089 0.5588
C 3.3726 -4.7682 5.3061
N 2.5450 -3.9674 6.1527
C 1.4335 -4.8115 6.6899
C 3.3504 -3.3615 7.1878
C 1.7118 -2.9734 5.2998
C 2.5013 -1.8378 4.6642
O 2.7056 -0.7820 5.6047
H 2.7294 -5.0898 4.4423
H 3.8787 -5.6065 5.7810
H 4.1825 -4.2019 4.8941
H 0.7267 -4.1377 7.2068
H 1.9078 -5.6071 7.3548
H 0.8743 -5.2340 5.8112
H 4.0306 -2.7212 6.6554
H 3.8815 -4.2051 7.5633
H 2.7976 -2.8500 7.9644
H 0.9236 -2.5499 5.9348
H 1.1804 -3.4857 4.5073
H 1.8397 -1.4804 3.8712
H 3.4443 -2.1831 4.2494
H 1.8510 -0.3756 5.7430
C -1.3020 -2.2755 -0.3856
N -0.3499 -1.9715 -1.4650
C 0.9463 -1.9199 -0.7823
C -0.2676 -3.1032 -2.4167
C -0.7986 -0.6659 -2.1892
C 0.2411 -0.0368 -3.0305
O 1.1218 0.6988 -2.2247
H -2.3131 -2.3334 -0.7933
H -1.2535 -1.5636 0.4291
H -0.8988 -3.1846 -0.0118
H 1.0349 -1.0312 -0.0940
H 1.7434 -1.8552 -1.5430
H 1.1510 -2.7912 -0.2366
H 0.4628 -2.9308 -3.1834
H -1.2321 -3.3442 -2.8610
H 0.0579 -3.9954 -1.8954
H -1.0149 0.0576 -1.3731
H -1.6194 -0.9806 -2.7859
H -0.2862 0.6734 -3.7361
H 0.6836 -0.8370 -3.6197
H 1.8526 1.1805 -2.6761
N -0.6263 0.6659 5.7194
S -1.7376 -0.1213 4.9309
O -2.5688 0.7056 4.0381
O -2.3501 -1.1919 5.6136
F -0.7633 -0.8693 3.8044
S -0.6448 0.5884 7.2471
O -1.8969 0.7918 7.8857
O 0.3600 1.4350 7.8159
F -0.1167 -0.9457 7.6163
N 3.0365 2.2050 1.9155
S 2.5524 1.5425 0.6337
O 2.9864 0.1655 0.3834
O 2.4956 2.4432 -0.5329
F 0.9434 1.1812 0.8633
S 3.6325 3.6283 2.0296
O 4.3271 4.0365 0.9008
O 4.0877 3.9473 3.3495
F 2.2951 4.6641 1.9354
N 2.3705 -0.9439 -5.4189
S 2.9159 0.4571 -5.9115
O 4.1121 0.5030 -6.7168
O 2.9234 1.3087 -4.7388
F 1.6356 1.1416 -6.8588
S 1.9469 -2.0499 -6.3968
O 2.8743 -3.1023 -6.5152
O 1.2723 -1.5250 -7.5903
F 0.7333 -2.7871 -5.6947
C -4.7978 0.7841 -1.6586
F -4.4506 -0.4059 -2.1769
F -5.5626 1.2961 -2.6166
F -5.6149 0.5109 -0.6188
S -3.3116 1.7445 -1.1541
O -2.7891 0.8915 -0.1282
O -2.5562 1.8012 -2.3751
O -3.7928 3.0534 -0.7252
C -0.8450 -4.8647 2.9875
F -0.8333 -6.1136 3.5101
F -1.9527 -4.7018 2.2193
F -0.8506 -4.0302 4.0691
S 0.6890 -4.5725 1.9629
O 0.7435 -3.1193 1.8596
O 1.7071 -5.2073 2.7408
O 0.3740 -5.2230 0.7101
*
```

Mulliken population analysis, charges in e, atoms 1 to 99: atom 1 (C): -1.6560, atom 2 (C): 0.0072, atom 3 (C): -0.4884, atom 4 (C): 0.5846, atom 5 (P): 0.6485, atom 6 (C): -0.8735, atom 7 (C): 0.0273, atom 8 (C): -0.5752, atom 9 (C): -1.3055, atom 10 (C): -0.9945, atom 11 (C): -0.0338, atom 12 (C): 0.6077, atom 13 (C): -1.5897, atom 14 (C): -1.0501, atom 15 (C): -0.4858, atom 16 (C): -0.5184, atom 17 (C): -1.3790, atom 18 (H): 0.6077, atom 19 (H): 0.2111, atom 20 (H): 0.3447, atom 21 (H): -0.4390, atom 22 (H): 0.6510, atom 23 (H): 0.0392, atom 24 (H): 0.2797, atom 25 (H): 0.4099, atom 26 (H): -0.5980, atom 27 (H): 0.7193, atom 28 (H): 0.4201, atom 29 (H): -0.6422, atom 30 (H): 0.7805, atom 31 (H): 0.3618, atom 32 (H): 0.3722, atom 33 (H): 0.1876, atom 34 (H): 0.3398, atom 35 (H): 0.4678, atom 36 (H): 0.5561, atom 37 (H): 0.4234, atom 38 (H): -0.1747, atom 39 (H): 0.4419, atom 40 (H): 0.0575, atom 41 (H): -0.2077, atom 42 (H): 0.3255, atom 43 (H): 0.3669, atom 44 (H): 0.4177, atom 45 (H): 0.6018, atom 46 (H): 0.4316, atom 47 (H): 0.5438, atom 48 (H): 0.0254, atom 49 (H): 0.2919, atom 50 (H): 0.4537, atom 51 (H): 0.3238, atom 52 (H): 0.3747, atom 53 (H): 0.3729, atom 54 (C): -1.4244, atom 55 (C): 0.3613, atom 56 (C): 0.8449, atom 57 (C): -1.4760, atom 58 (P): 0.6597, atom 59 (C): 0.9181, atom 60 (C): -0.6930, atom 61 (C): -0.2142, atom 62 (C): -1.1874, atom 63 (C): -0.1496, atom 64 (C): 0.3161, atom 65 (C): -0.2161, atom 66 (C): -1.2461, atom 67 (C): -1.3284, atom 68 (C): -0.9571, atom 69 (C): -0.4192, atom 70 (C): -1.4356, atom 71 (H): 0.2137, atom 72 (H): 0.4100, atom 73 (H): 0.4362, atom 74 (H): 0.5013, atom 75 (H): -0.7461, atom 76 (H): -0.5711, atom 77 (H): 0.5733, atom 78 (H): 0.6589, atom 79 (H): 0.5319, atom 80 (H): 0.7781, atom 81 (H): -1.4176, atom 82 (H): 0.0422, atom 83 (H): 0.6919, atom 84 (H): -0.0343, atom 85 (H): 0.4793, atom 86 (H): 0.4077, atom 87 (H): 0.2752, atom 88 (H): 0.2389, atom 89 (H): -0.2312, atom 90 (H): 0.8762, atom 91 (H): -0.5664, atom 92 (H): 0.3867, atom 93 (H): -0.0190, atom 94 (H): 0.3948, atom 95 (H): 0.2442, atom 96 (H): 0.3026, atom 97 (H): 0.4094, atom 98 (H): 0.6620, atom 99 (H): 0.5800